Computed, not measured: 7 unconnected molecules or ions with the total composition C5H26N3O6, with the ωB97M-V functional and the def2-TZVPD basis.

Output
HOMO-LUMO gap	0.350	Eh
LUMO	-2.62	eV
energy above the lowest of the compared OMol25 structures with the same formula, charge and spin	396.4	kJ/mol

Geometry as ORCA input:
```
! wB97M-V def2-TZVPD RIJCOSX def2/J DEFGRID3
* xyz 1 1
C 2.646 0.289 -0.147
C 1.576 -0.584 0.217
C 1.553 -1.965 -0.430
C 0.535 -3.045 0.086
N -3.021 -2.417 0.560
C -1.816 -3.197 0.507
N -0.763 -2.538 0.225
N 0.142 -0.080 -0.221
H 3.663 0.038 0.213
H 2.521 1.305 0.343
H 2.910 0.373 -1.234
H 1.518 -0.740 1.244
H 2.597 -2.383 -0.551
H 1.536 -1.829 -1.565
H 0.975 -3.305 1.226
H 0.696 -4.080 -0.616
H -3.887 -2.852 0.344
H -3.065 -1.449 0.194
H -1.973 -4.146 0.983
H -0.639 -0.905 -0.205
H -0.176 0.707 0.458
H 0.203 0.253 -1.071
H -2.959 0.453 -1.923
H -1.796 -0.066 -2.770
O -2.394 -0.370 -2.017
H 2.598 4.133 -2.002
H 1.757 3.058 -1.737
O 2.567 3.337 -1.646
H -0.345 0.746 4.531
H -1.466 1.812 4.857
O -0.584 1.689 4.432
H 0.451 0.117 -3.478
H -0.014 1.427 -4.000
O 0.115 0.974 -3.117
H -1.364 0.450 2.374
H -1.022 1.750 1.832
O -1.635 1.030 1.737
H -1.325 4.214 0.821
H 0.235 4.095 0.610
O -0.555 3.702 0.935
*
```